A molecular structure, C56H46HfNPSb2. Source: OMol25; level of theory: ωB97M-V/def2-TZVPD.

Output
energy relative to the best compared isomer or geometry (same formula, charge and spin) = 0.0 kcal/mol
DFT total energy = -3085.643899 a.u.
LUMO = -0.222 Eh
total charge = +2

XYZ file:
```
107
C56H46HfNPSb2, DFT ωB97M-V/def2-TZVPD
Hf -0.053 0.367 0.657
C -1.600 3.334 6.555
C -1.232 2.003 6.722
C -0.639 1.313 5.678
C -0.417 1.964 4.463
C -0.790 3.297 4.295
C -1.380 3.980 5.347
P 0.392 1.125 3.109
C -0.242 -0.582 3.080
C 0.578 -1.716 3.002
C 0.004 -2.983 2.996
C -1.376 -3.127 3.060
C -2.199 -2.007 3.061
C -1.643 -0.738 3.039
C 2.165 1.024 3.271
C 2.831 1.140 4.465
C 4.236 1.092 4.492
C 4.928 0.949 3.322
C 4.262 0.846 2.076
C 4.994 0.754 0.866
C 4.341 0.703 -0.328
C 2.930 0.710 -0.361
C 2.136 0.774 0.772
C 2.847 0.874 2.029
H -2.064 3.868 7.373
H -1.408 1.506 7.666
H -0.356 0.275 5.807
H -0.624 3.795 3.348
H -1.671 5.014 5.223
H 1.656 -1.600 3.015
H 0.638 -3.860 2.972
H -1.815 -4.116 3.085
H -3.274 -2.126 3.091
H -2.283 0.139 3.093
H 2.279 1.287 5.386
H 4.759 1.183 5.434
H 6.010 0.929 3.330
H 6.076 0.742 0.909
H 4.893 0.655 -1.258
H 2.486 0.653 -1.345
C -2.409 -2.041 -2.328
C -1.991 -1.228 -3.548
C -1.891 0.276 -3.316
Sb -0.063 0.852 -2.370
C -0.051 2.915 -2.787
C 1.155 3.580 -2.981
C 1.154 4.943 -3.244
C -0.047 5.637 -3.317
C -1.250 4.972 -3.127
C -1.254 3.611 -2.857
C 1.292 0.141 -3.828
C 2.266 -0.817 -3.564
C 3.122 -1.231 -4.576
C 3.004 -0.697 -5.851
C 2.028 0.254 -6.120
C 1.176 0.676 -5.111
Sb -1.088 -2.234 -0.640
C -2.059 -3.922 0.177
C -1.355 -5.105 0.368
C -2.002 -6.212 0.905
C -3.344 -6.136 1.248
C -4.050 -4.956 1.047
C -3.408 -3.848 0.513
C 0.647 -3.113 -1.444
C 0.623 -3.814 -2.646
C 1.784 -4.402 -3.125
C 2.967 -4.300 -2.402
C 2.994 -3.606 -1.200
C 1.834 -3.010 -0.722
H -2.590 -3.082 -2.602
H -3.347 -1.662 -1.915
H -2.751 -1.402 -4.316
H -1.055 -1.611 -3.965
H -2.731 0.652 -2.729
H -1.885 0.817 -4.263
H 2.097 3.044 -2.945
H 2.091 5.461 -3.402
H -0.044 6.697 -3.531
H -2.186 5.512 -3.193
H -2.200 3.102 -2.705
H 2.363 -1.259 -2.580
H 3.881 -1.974 -4.366
H 3.674 -1.019 -6.637
H 1.935 0.673 -7.112
H 0.434 1.436 -5.329
H -0.308 -5.176 0.096
H -1.457 -7.136 1.047
H -3.846 -7.000 1.663
H -5.100 -4.902 1.300
H -3.972 -2.932 0.364
H -0.293 -3.911 -3.216
H 1.766 -4.944 -4.061
H 3.868 -4.767 -2.776
H 3.914 -3.529 -0.635
H 1.869 -2.462 0.216
N -5.281 5.721 -0.398
C -4.465 4.934 -0.211
C -3.444 3.950 0.023
C -2.147 4.361 0.342
C -1.162 3.415 0.546
C -1.436 2.043 0.438
C -2.745 1.661 0.113
C -3.750 2.598 -0.089
H -1.927 5.418 0.413
H -0.157 3.752 0.776
H -3.010 0.606 0.016
H -4.760 2.294 -0.333
```

Mulliken population analysis, charges in e, atoms 1 to 6:
1 Hf 0.71
2 C -0.54
3 C -0.79
4 C -0.23
5 C 0.57
6 C -0.36